## a
{"formula": "C2H6P2", "method": "wB97M-V/def2-TZVPD", "spin_multiplicity": 1, "e_lumo_ha": 0.035, "gap_ev": 10.2, "charge": 0, "species": ["C", "C", "P", "P", "H", "H", "H", "H", "H", "H"], "coordinates": [[0.31, -0.81, 0.69], [-0.37, 0.01, -0.41], [-0.96, 0.42, 1.37], [0.68, 0.88, -1.71], [0.31, -1.88, 0.77], [1.30, -0.53, 0.97], [-1.39, -0.63, -1.07], [-2.13, -0.33, 1.56], [1.73, 0.69, -0.89], [0.52, 2.17, -1.30]], "mulliken_charge": [-0.731, -0.119, -0.023, -0.008, 0.303, 0.305, 0.233, 0.019, -0.004, 0.025]}

## b
{"formula": "C2H6P2", "method": "wB97M-V/def2-TZVPD", "spin_multiplicity": 1, "e_lumo_ha": 0.029, "smiles": "P[C@H]1CP1", "gap_ev": 9.8, "charge": 0, "species": ["P", "C", "C", "P", "H", "H", "H", "H", "H", "H"], "coordinates": [[1.23, 0.89, -1.51], [0.06, 0.49, 0.37], [-0.19, -0.99, 0.57], [1.28, -0.25, 1.50], [0.90, 2.23, -1.86], [0.47, 0.10, -2.57], [-0.68, 1.33, 0.58], [-1.00, -1.38, 1.24], [0.27, -1.63, -0.28], [0.66, 0.27, 2.81]], "mulliken_charge": [-0.085, -0.317, -0.595, -0.069, 0.061, 0.065, 0.395, 0.298, 0.213, 0.033]}

Which of them is most stable, and which least? Most stable: a; least stable: b.

## a
{"formula": "C3H8P2", "method": "wB97M-V/def2-TZVPD", "spin_multiplicity": 1, "e_lumo_ha": 0.014, "smiles": "C[PH]#P1CC1", "gap_ev": 8.7, "charge": 0, "species": ["C", "P", "P", "C", "C", "H", "H", "H", "H", "H", "H", "H", "H"], "coordinates": [[-2.19, -0.05, -0.75], [-0.95, -0.14, 0.74], [0.71, 1.16, 0.23], [2.08, -0.09, 0.58], [1.82, -0.54, -0.79], [-1.71, -0.48, -1.57], [-2.62, 0.95, -0.86], [-3.02, -0.66, -0.46], [-1.64, 0.75, 1.67], [1.69, -0.84, 1.34], [3.14, 0.29, 0.95], [2.31, -0.19, -1.57], [0.99, -1.23, -0.83]], "mulliken_charge": [-0.920, -0.132, 0.001, -0.369, -0.820, 0.278, 0.314, 0.338, 0.062, 0.248, 0.321, 0.374, 0.307]}

## b
{"formula": "C3H8P2", "method": "wB97M-V/def2-TZVPD", "spin_multiplicity": 1, "e_lumo_ha": 0.007, "smiles": "C=PCPC", "gap_ev": 8.6, "charge": 0, "species": ["C", "P", "C", "P", "C", "H", "H", "H", "H", "H", "H", "H", "H"], "coordinates": [[1.48, -0.20, 2.24], [1.32, -0.66, 0.64], [-0.80, -0.75, 0.47], [-1.48, -0.26, -1.11], [-0.07, 0.59, -1.81], [2.52, 0.06, 2.54], [0.62, -0.14, 2.96], [-1.05, -1.83, 0.84], [-1.11, 0.06, 1.25], [-1.40, -1.54, -1.75], [-0.44, 1.03, -2.90], [0.95, -0.02, -1.90], [0.07, 1.52, -1.09]], "mulliken_charge": [-0.466, 0.084, -0.778, -0.019, -0.854, 0.262, 0.233, 0.390, 0.314, -0.001, 0.287, 0.284, 0.265]}

## c
{"formula": "C3H8P2", "method": "wB97M-V/def2-TZVPD", "spin_multiplicity": 1, "e_lumo_ha": [-0.033, -0.042], "gap_ev": [7.9, 7.1], "charge": 0, "species": ["C", "C", "C", "P", "P", "H", "H", "H", "H", "H", "H", "H", "H"], "coordinates": [[-1.18, -1.98, 2.93], [-0.49, 1.37, -0.71], [0.40, 0.66, -1.83], [-0.09, -1.73, 1.76], [1.56, -0.54, -1.03], [-1.77, -1.19, 3.24], [-1.10, 0.62, -0.24], [0.14, 1.58, 0.16], [-1.17, 2.19, -1.09], [0.79, 1.50, -2.42], [-0.18, 0.11, -2.55], [0.88, -2.78, 1.74], [2.22, 0.18, 0.02]], "mulliken_charge": [-0.346, -0.976, -0.449, -0.003, -0.075, 0.260, 0.252, 0.317, 0.298, 0.313, 0.310, 0.069, 0.030]}

## d
{"formula": "C3H8P2", "method": "wB97M-V/def2-TZVPD", "spin_multiplicity": 1, "e_lumo_ha": [-0.045, -0.027], "gap_ev": [7.0, 7.6], "charge": 0, "species": ["C", "C", "C", "P", "P", "H", "H", "H", "H", "H", "H", "H", "H"], "coordinates": [[1.80, 1.14, -1.87], [-0.93, 1.05, 1.31], [-0.44, -0.20, 0.51], [1.48, -0.19, 0.66], [1.81, -0.46, -1.39], [0.72, 1.37, -1.72], [-0.59, 1.89, 0.74], [-1.96, 0.95, 1.47], [-0.39, 1.22, 2.16], [-0.73, 0.07, -0.56], [-0.87, -1.15, 0.65], [1.05, -1.44, -1.94], [3.16, -0.87, -1.32]], "mulliken_charge": [-0.410, -1.229, -0.624, 0.036, 0.048, 0.204, 0.329, 0.352, 0.405, 0.217, 0.506, 0.074, 0.091]}

Which of them is most stable, and which least? Most stable: a; least stable: d.

## a
{"formula": "CsH2O", "method": "wB97M-V/def2-TZVPD", "spin_multiplicity": 1, "e_lumo_ha": -0.142, "gap_ev": 12.5, "charge": 1, "species": ["Cs", "O", "H", "H"], "coordinates": [[1.75, -0.31, 1.71], [-0.35, -0.11, -0.37], [-0.11, 0.61, -0.92], [-1.29, -0.19, -0.43]], "mulliken_charge": [0.994, -0.631, 0.327, 0.310]}

## b
{"formula": "CsH2O", "method": "wB97M-V/def2-TZVPD", "spin_multiplicity": 1, "e_lumo_ha": -0.152, "gap_ev": 11.6, "charge": 1, "species": ["Cs", "O", "H", "H"], "coordinates": [[-1.03, 1.90, -1.58], [-0.05, -0.64, 0.56], [0.58, -1.26, 0.93], [0.50, 0.00, 0.10]], "mulliken_charge": [1.009, -0.579, 0.314, 0.256]}

Which of them is most stable, and which least? Most stable: a; least stable: b.

## a
{"formula": "C3H10N2O3", "method": "wB97M-V/def2-TZVPD", "spin_multiplicity": 1, "e_lumo_ha": 0.018, "smiles": "NCC(=O)NCO.O", "gap_ev": 9.4, "charge": 0, "species": ["N", "C", "C", "O", "N", "C", "O", "H", "H", "H", "H", "H", "H", "H", "H", "O", "H", "H"], "coordinates": [[-0.67, -2.21, -0.19], [0.52, -1.67, 0.40], [0.69, 0.00, 0.67], [1.85, 0.20, 1.22], [-0.19, 1.02, 0.39], [-1.63, 0.63, 0.20], [-1.78, 0.23, -1.20], [-1.00, -1.79, -1.09], [-1.42, -2.14, 0.45], [1.22, -1.71, -0.47], [0.76, -2.24, 1.39], [0.05, 2.02, 0.65], [-1.77, -0.26, 0.76], [-2.28, 1.40, 0.38], [-1.58, 1.06, -1.72], [2.27, 2.16, -0.79], [2.54, 1.24, -1.17], [2.43, 2.06, 0.12]], "mulliken_charge": [-0.643, -0.333, 0.324, -0.670, 0.012, -0.542, -0.551, 0.298, 0.287, 0.253, 0.285, 0.269, 0.283, 0.410, 0.327, -0.653, 0.323, 0.321]}

## b
{"formula": "C3H10N2O3", "method": "wB97M-V/def2-TZVPD", "spin_multiplicity": 1, "e_lumo_ha": 0.023, "smiles": "c1c[nH]cn1.O.O.O", "gap_ev": 9.4, "charge": 0, "species": ["C", "C", "N", "C", "N", "H", "H", "H", "H", "O", "H", "H", "O", "H", "H", "O", "H", "H"], "coordinates": [[-0.23, 1.26, -2.30], [0.63, 1.34, -1.24], [-0.13, 1.00, -0.14], [-1.38, 0.79, -0.57], [-1.49, 0.91, -1.88], [-0.06, 1.43, -3.35], [1.69, 1.46, -1.12], [0.23, 0.99, 0.81], [-2.28, 0.59, 0.00], [1.28, 1.04, 2.37], [1.50, 0.12, 2.59], [2.00, 1.62, 2.60], [0.62, -1.61, 1.86], [0.45, -2.55, 1.85], [-0.08, -1.29, 1.27], [-0.95, -2.34, -0.55], [-1.19, -1.65, -1.17], [-0.61, -3.10, -1.03]], "mulliken_charge": [-0.535, -0.078, 0.184, -0.469, -0.528, 0.401, 0.374, 0.304, 0.406, -0.687, 0.344, 0.292, -0.638, 0.289, 0.331, -0.624, 0.337, 0.298]}

Which of them is most stable, and which least? Most stable: b; least stable: a.

## a
{"formula": "C3H10N2O3", "method": "wB97M-V/def2-TZVPD", "spin_multiplicity": 1, "e_lumo_ha": 0.010, "gap_ev": 9.5, "charge": 0, "species": ["C", "C", "C", "H", "H", "H", "H", "H", "H", "H", "H", "H", "H", "N", "N", "O", "O", "O"], "coordinates": [[1.25, 0.70, -0.57], [-0.05, 1.19, -0.13], [-1.21, 0.59, -0.86], [3.15, -0.86, 0.95], [2.60, -2.01, -0.24], [2.13, 1.41, -0.30], [1.11, 0.50, -1.62], [0.14, 2.31, -0.28], [-0.36, 0.23, 1.50], [-0.80, 0.14, -1.91], [-2.30, 1.07, -0.89], [-2.93, -1.69, -0.80], [-2.57, -1.64, 1.40], [2.80, -1.05, 0.02], [-2.85, -0.97, 0.21], [1.44, -0.61, 0.02], [-0.09, 1.15, 1.28], [-1.33, -0.57, -0.07]], "mulliken_charge": [-0.516, 0.100, -0.306, 0.235, 0.244, 0.357, 0.272, 0.375, 0.386, 0.163, 0.347, 0.289, 0.299, -0.615, -0.490, -0.167, -0.577, -0.396]}

## b
{"formula": "C3H10N2O3", "method": "wB97M-V/def2-TZVPD", "spin_multiplicity": 1, "e_lumo_ha": 0.024, "smiles": "NC(N)=O.CC(O)O", "gap_ev": 10.5, "charge": 0, "species": ["N", "C", "N", "O", "H", "H", "H", "H", "C", "C", "O", "O", "H", "H", "H", "H", "H", "H"], "coordinates": [[1.61, -0.60, -2.20], [0.64, -1.19, -1.48], [1.09, -1.98, -0.49], [-0.56, -0.92, -1.65], [1.31, -0.03, -2.98], [2.58, -0.86, -2.10], [0.61, -1.80, 0.39], [2.09, -2.04, -0.35], [-1.66, 1.02, 1.95], [-0.80, 0.65, 0.76], [-0.67, 1.73, -0.12], [0.50, 0.32, 1.20], [-1.27, 1.92, 2.45], [-2.68, 1.23, 1.64], [-1.66, 0.21, 2.69], [-1.23, -0.26, 0.20], [-0.87, 1.43, -1.03], [0.98, 1.17, 1.13]], "mulliken_charge": [-0.412, 0.828, -0.508, -0.714, 0.223, 0.159, 0.265, 0.213, -1.265, 0.476, -0.591, -0.520, 0.302, 0.318, 0.313, 0.258, 0.346, 0.307]}

Which of them is most stable, and which least? Most stable: b; least stable: a.

## a
{"formula": "C3H10N2O3", "method": "wB97M-V/def2-TZVPD", "spin_multiplicity": 1, "e_lumo_ha": 0.029, "smiles": "CN(O)[C@@H](O)[C@H](N)O", "gap_ev": 9.8, "charge": 0, "species": ["C", "N", "O", "C", "O", "C", "N", "O", "H", "H", "H", "H", "H", "H", "H", "H", "H", "H"], "coordinates": [[-1.73, -0.92, -0.51], [-1.07, -0.64, 0.76], [-1.62, 0.62, 1.24], [0.44, -0.53, 0.72], [0.99, -1.55, -0.10], [1.00, 0.85, 0.24], [0.83, 1.10, -1.17], [2.45, 0.76, 0.50], [-1.41, -1.89, -0.90], [-1.55, -0.15, -1.27], [-2.81, -0.98, -0.36], [-2.07, 0.34, 2.05], [0.78, -0.72, 1.74], [1.00, -1.29, -1.04], [0.63, 1.67, 0.85], [-0.10, 1.50, -1.30], [1.50, 1.82, -1.44], [2.75, -0.01, -0.02]], "mulliken_charge": [-0.728, -0.045, -0.452, -0.080, -0.587, -0.128, -0.618, -0.579, 0.258, 0.295, 0.278, 0.348, 0.350, 0.408, 0.440, 0.211, 0.236, 0.393]}

## b
{"formula": "C3H10N2O3", "method": "wB97M-V/def2-TZVPD", "spin_multiplicity": 1, "e_lumo_ha": 0.019, "smiles": "c1c[nH]cn1.O.O.O", "gap_ev": 9.0, "charge": 0, "species": ["C", "C", "N", "C", "N", "H", "H", "H", "H", "O", "H", "H", "O", "H", "H", "O", "H", "H"], "coordinates": [[2.60, 0.01, 0.13], [1.67, -1.03, 0.14], [0.51, -0.49, 0.58], [0.73, 0.83, 0.84], [2.01, 1.13, 0.66], [3.60, -0.01, -0.25], [1.94, -2.08, -0.04], [-0.35, -0.99, 0.70], [0.03, 1.60, 1.08], [-2.26, -0.72, 2.19], [-2.88, -1.35, 1.82], [-2.62, 0.01, 2.66], [-2.08, 0.48, -0.50], [-2.87, 1.00, -0.76], [-1.44, 0.57, -1.23], [0.18, 0.61, -2.71], [0.95, 0.48, -3.28], [0.29, -0.07, -2.04]], "mulliken_charge": [-0.273, -0.377, 0.057, -0.117, -0.604, 0.408, 0.347, 0.154, 0.407, -0.582, 0.296, 0.281, -0.559, 0.296, 0.370, -0.661, 0.315, 0.241]}

Which of them is most stable, and which least? Most stable: b; least stable: a.